The following is a DFT calculation (ωB97M-V/def2-TZVPD) of a structure of composition C52H69Br2InN4P3.

```
131
Properties=species:S:1:pos:R:3:forces:R:3:lowdin_charge:R:1
In -0.31851 -0.04361 1.02230 -0.20 0.02 0.01 0.730
C 4.98817 -1.10854 -3.73347 -0.01 0.01 0.05 -0.041
C 3.81256 -0.18124 -4.06964 0.00 -0.03 -0.12 -0.548
C 4.31602 1.26736 -4.15254 0.00 0.02 0.04 -0.038
C 3.21227 -0.59354 -5.43212 0.03 0.01 0.02 -0.017
C 2.70810 -0.30809 -3.03841 -0.03 0.01 -0.04 -0.116
C 2.49749 -1.47799 -2.31079 0.05 -0.06 -0.08 0.046
C 1.50502 -1.53376 -1.35953 -0.28 0.01 0.03 -0.140
N 0.69403 -0.50166 -1.07682 -0.06 0.22 0.15 0.044
C 0.81862 0.60002 -1.84260 0.02 -0.09 -0.05 -0.236
C 1.80229 0.72979 -2.80375 -0.06 -0.01 -0.05 0.059
C -0.15994 1.68571 -1.59996 -0.09 0.06 -0.01 -0.204
C -0.65964 2.44846 -2.64266 0.02 0.09 -0.01 0.073
C -1.60773 3.44684 -2.40337 0.12 -0.06 -0.09 -0.117
C -1.98197 3.62975 -1.07092 -0.06 0.11 0.02 0.042
C -1.45930 2.82139 -0.08917 0.20 0.00 0.10 -0.089
N -0.57010 1.84784 -0.33538 0.07 -0.06 0.09 0.036
C -2.15443 4.30935 -3.52843 0.04 0.06 -0.04 -0.551
C -1.13363 5.44326 -3.76362 -0.03 0.00 0.01 -0.018
C -3.50891 4.91860 -3.15129 -0.02 -0.02 0.04 -0.046
C -2.31167 3.48940 -4.81975 0.00 -0.04 0.05 -0.039
H 5.79833 -0.93234 -4.44164 -0.03 -0.02 0.03 0.099
H 4.71870 -2.16496 -3.81327 0.03 0.09 0.01 0.084
H 5.37396 -0.91830 -2.72594 -0.02 -0.02 -0.09 0.092
H 5.22132 1.29777 -4.75950 -0.05 0.02 0.01 0.099
H 4.56320 1.66720 -3.16326 0.00 -0.04 -0.09 0.093
H 3.59119 1.93244 -4.62950 0.05 -0.05 0.06 0.085
H 3.96956 -0.47614 -6.21173 -0.07 -0.02 0.07 0.104
H 2.35397 0.03221 -5.69493 0.08 -0.04 0.02 0.091
H 2.89134 -1.63906 -5.42388 0.02 0.08 0.00 0.094
H 3.10723 -2.35771 -2.47276 -0.03 0.07 0.06 0.125
H 1.32378 -2.44555 -0.81413 -0.05 0.12 -0.13 0.066
H 1.88155 1.66251 -3.34688 -0.01 -0.06 0.02 0.129
H -0.32031 2.24280 -3.64957 -0.04 0.01 0.04 0.127
H -2.68937 4.39956 -0.79029 0.06 -0.09 -0.01 0.123
H -1.74792 2.96094 0.94457 0.00 0.01 -0.08 0.110
H -1.02639 6.07234 -2.87555 -0.01 -0.04 -0.07 0.096
H -1.47586 6.07339 -4.58833 0.03 -0.05 0.07 0.104
H -0.15021 5.04419 -4.02655 -0.06 0.03 0.01 0.090
H -3.43281 5.61036 -2.30838 -0.02 -0.04 -0.09 0.084
H -4.24357 4.14413 -2.90835 0.04 0.07 -0.02 0.098
H -3.89315 5.48853 -3.99722 0.01 -0.01 0.03 0.099
H -1.35072 3.26163 -5.28731 -0.05 -0.01 0.05 0.084
H -2.88723 4.06670 -5.54387 0.05 -0.02 0.02 0.098
H -2.84690 2.55173 -4.63983 0.01 0.08 -0.03 0.094
C -2.21730 -1.98837 3.56531 0.02 0.02 -0.11 -0.214
P -1.52208 -2.32501 1.89953 -0.10 -0.04 0.03 0.894
C -0.63866 -3.89949 2.15369 0.04 0.10 0.02 -0.225
C -2.99366 -2.71293 0.88662 0.29 0.09 -0.24 -0.379
C -3.98467 -3.45216 1.39159 -0.20 -0.10 0.01 -0.046
C -5.16754 -3.82705 0.60228 0.01 -0.02 0.13 -0.040
C -5.37233 -3.32429 -0.61244 -0.02 0.15 -0.12 -0.051
C -4.41013 -2.35363 -1.22992 -0.12 0.07 0.27 -0.179
C -3.00343 -2.26722 -0.56453 0.17 0.17 0.13 -0.479
P -1.52380 -3.08746 -1.35131 -0.12 -0.21 0.03 0.954
C -2.17638 -4.79679 -1.53493 -0.02 0.17 -0.05 -0.238
C -1.59365 -2.52122 -3.09843 0.03 0.02 0.11 -0.247
H -3.14874 -1.43213 3.47223 -0.01 0.01 0.01 0.051
H -1.52389 -1.41248 4.17600 0.02 -0.01 0.00 0.034
H -2.42195 -2.92875 4.07819 -0.03 0.00 -0.01 0.069
H -1.37509 -4.64673 2.44695 -0.01 -0.06 0.02 0.068
H 0.10187 -3.79701 2.94943 -0.06 -0.03 -0.05 0.044
H -0.15036 -4.21663 1.23409 -0.04 -0.03 -0.03 0.034
H -3.93696 -3.81524 2.41518 -0.04 0.03 -0.06 0.118
H -5.87933 -4.51752 1.04116 0.10 0.04 -0.03 0.123
H -6.24871 -3.60181 -1.18947 0.06 0.00 0.08 0.126
H -4.34031 -2.54449 -2.30176 0.03 0.03 0.03 0.137
H -3.08539 -4.80852 -2.13865 -0.01 -0.05 0.01 0.053
H -2.39421 -5.23078 -0.55907 0.02 0.00 0.01 0.043
H -1.42640 -5.41869 -2.02647 -0.02 0.04 0.03 0.052
H -2.59135 -2.63056 -3.52525 0.03 0.02 -0.07 0.046
H -0.91146 -3.15087 -3.67576 -0.04 0.06 0.03 0.056
H -1.25904 -1.48609 -3.20173 -0.01 -0.06 0.00 0.028
Br -4.27906 3.85836 5.32819 -0.03 0.00 0.02 0.916
C -3.19497 2.79764 4.25179 -0.15 0.16 0.14 -0.657
C -1.82257 2.81049 4.40339 0.17 0.02 0.03 -0.044
C -1.06972 2.02083 3.55313 -0.19 -0.12 0.02 -0.111
N -1.59687 1.23498 2.61248 0.11 -0.06 -0.01 0.035
C -2.93545 1.23071 2.46866 -0.01 -0.10 0.02 -0.220
C -3.76016 1.99686 3.26564 -0.17 -0.06 -0.05 -0.021
C -3.48024 0.42259 1.33787 -0.17 0.09 -0.03 -0.212
C -4.91270 0.15914 1.25852 0.15 0.15 0.37 -0.048
C -5.43214 -0.39788 0.16604 -0.11 -0.11 -0.30 -0.620
Br -7.27805 -0.59520 0.00534 0.00 -0.07 -0.05 0.935
C -4.60234 -0.80108 -1.00605 0.15 -0.24 0.18 -0.173
C -3.07892 -0.71053 -0.69752 -0.11 -0.08 0.00 -0.213
N -2.62786 0.05669 0.45765 0.12 -0.47 -0.43 0.043
H -1.34754 3.42678 5.15650 0.00 -0.04 -0.07 0.129
H 0.00168 2.03330 3.61676 0.06 -0.08 0.10 0.058
H -4.83170 2.00788 3.12084 0.09 0.00 0.01 0.117
H -5.55570 0.43497 2.08399 0.07 0.00 -0.10 0.109
H -4.95430 -0.25436 -1.88055 0.03 -0.02 -0.06 0.153
H -2.52337 -0.37447 -1.57386 0.05 0.13 0.04 0.135
C 3.79228 -0.68467 4.46269 0.05 -0.01 0.11 -0.055
C 2.31046 -0.48105 4.12717 -0.06 0.13 -0.16 -0.640
C 1.70822 0.53668 5.09704 0.13 0.12 -0.02 -0.068
C 1.57399 -1.81475 4.29990 0.05 0.07 0.05 -0.082
P 2.12084 0.05446 2.30956 -0.09 -0.20 -0.09 1.151
C 3.04726 -1.26551 1.46073 0.01 -0.06 0.06 -0.363
C 4.41674 -1.20232 1.19394 0.04 -0.01 -0.06 -0.083
C 5.08858 -2.30663 0.68818 0.04 0.04 -0.01 -0.035
C 4.41304 -3.50217 0.47253 0.01 -0.02 -0.03 -0.035
C 3.05550 -3.58394 0.74823 0.01 -0.07 0.06 -0.058
C 2.38097 -2.46885 1.22371 0.26 0.09 0.26 -0.176
C 2.88782 1.72598 1.92957 -0.01 -0.14 0.07 -0.658
C 4.16905 2.01577 2.72085 0.02 0.19 -0.07 -0.060
C 1.86253 2.82258 2.24983 0.17 0.08 0.00 -0.093
C 3.15551 1.75598 0.41912 0.08 0.12 0.07 -0.067
H 3.84469 -1.13336 5.45878 -0.01 0.02 -0.04 0.110
H 4.34704 0.25111 4.49906 -0.04 -0.16 0.04 0.072
H 4.28831 -1.36784 3.77618 0.00 -0.02 0.00 0.083
H 1.99153 0.24943 6.11260 -0.01 0.01 -0.05 0.109
H 0.62163 0.53026 5.06140 -0.13 0.05 -0.03 0.068
H 2.08016 1.55340 4.93690 -0.06 -0.13 0.05 0.076
H 1.52175 -2.04542 5.36801 0.00 0.02 -0.07 0.114
H 2.09331 -2.63705 3.81153 0.02 -0.01 -0.03 0.084
H 0.55199 -1.76104 3.91901 0.00 0.00 0.03 0.032
H 4.98005 -0.29990 1.38876 -0.02 -0.08 -0.03 0.097
H 6.15135 -2.23617 0.48427 -0.09 -0.02 0.02 0.125
H 4.94690 -4.36833 0.09745 -0.04 0.07 0.04 0.125
H 2.52456 -4.51810 0.59461 0.03 0.07 -0.01 0.122
H 1.31861 -2.53541 1.41686 -0.02 -0.02 0.04 0.035
H 3.97578 2.11563 3.79087 0.02 0.02 -0.14 0.080
H 4.56693 2.97420 2.37409 -0.03 -0.04 0.02 0.109
H 4.94906 1.27127 2.57744 -0.03 0.04 0.03 0.075
H 1.70635 2.93816 3.32419 0.04 0.02 -0.09 0.073
H 0.90525 2.65088 1.75409 0.03 0.03 -0.03 0.042
H 2.25005 3.77662 1.88265 0.00 -0.04 0.02 0.111
H 3.91100 1.04050 0.10272 -0.03 0.02 -0.02 0.077
H 3.50477 2.75716 0.15033 -0.02 -0.05 0.02 0.112
H 2.24467 1.56505 -0.14614 -0.02 0.03 0.00 0.050
```
Positions in Å, forces in eV/Å.

Results
total charge = +3
multiplicity = 1
LUMO = -8.19 eV
gap between HOMO and LUMO = 7.09 eV

=====

The following is a DFT calculation (ωB97M-V/def2-TZVPD) of a structure of composition C52H70FN9Nb in a non-equilibrium geometry.

```
133
Properties=species:S:1:pos:R:3:forces:R:3:lowdin_charge:R:1
C 4.61492 4.81429 1.43009 0.21 -1.76 0.72 -0.149
C 5.30413 3.97821 0.20286 0.96 0.38 -0.10 -0.249
C 4.72465 4.29839 -1.29065 0.92 0.16 -0.70 -0.225
C 3.46891 5.33252 -1.37357 0.07 0.61 0.23 -0.237
C 2.04382 4.80644 -0.78365 -0.66 0.64 -0.38 -0.213
C 1.66110 3.24918 -1.08857 -1.26 -0.25 0.67 -0.226
C 0.30204 3.04632 -2.02347 -0.04 -0.80 0.56 -0.222
C -0.63697 1.82551 -1.39688 -0.53 -0.22 -1.13 -0.322
C 0.02152 0.31590 -1.66517 -0.87 1.78 -0.76 -0.403
Nb 1.22242 -0.49602 0.09373 -2.75 -2.28 -1.13 1.327
N -0.34412 -1.87615 0.65947 1.62 0.63 1.25 -0.274
C 2.31710 -2.05570 -1.15525 0.58 -0.53 -0.86 -0.444
F 3.70708 -2.18107 -0.58579 -1.54 -0.17 -1.26 -0.257
C 2.39074 -1.74133 -2.76207 0.53 -1.02 -0.08 -0.284
C 3.25713 -0.38955 -3.14613 0.36 -0.13 -0.36 -0.166
H 5.26763 4.57514 2.40064 -1.41 0.71 -2.04 0.082
H 3.56491 4.30505 1.63931 2.06 1.49 -0.41 0.066
H 4.55753 5.97190 1.27051 0.03 -2.35 0.19 0.074
H 5.27578 2.80881 0.34483 -0.19 2.44 0.15 0.108
H 6.46245 4.26745 0.21696 -2.42 -0.65 -0.10 0.101
H 4.55723 3.25797 -1.83495 0.00 2.33 1.07 0.103
H 5.62190 4.80835 -1.89204 -1.95 -0.99 1.15 0.095
H 3.75406 6.31028 -0.75907 -0.53 -2.04 -1.43 0.088
H 3.31350 5.71143 -2.49071 0.43 -1.04 2.22 0.100
H 1.19669 5.47298 -1.29658 1.78 -1.28 1.08 0.096
H 1.95787 5.06640 0.37841 0.32 -0.78 -2.57 0.102
H 1.37738 2.76233 -0.03587 0.89 0.85 -2.41 0.068
H 2.49553 2.60677 -1.59567 -1.40 1.41 1.26 0.073
H 0.66903 2.74009 -3.11745 -1.09 0.78 2.22 0.104
H -0.38980 4.00062 -2.04983 1.60 -1.64 -0.05 0.092
H -0.86056 1.99774 -0.25171 0.58 -0.20 -2.39 0.060
H -1.68020 1.82066 -1.97374 2.06 0.25 1.16 0.077
H 0.62511 0.41429 -2.67029 -1.29 -0.32 1.75 0.017
H -0.89288 -0.43543 -1.81801 2.09 1.53 0.26 0.023
H 2.12072 -1.03116 1.60930 0.37 0.52 0.30 -0.153
H 0.38261 0.76196 1.13999 0.29 0.31 0.35 -0.143
H 2.57003 0.71378 -0.19221 0.11 -0.11 0.47 -0.123
H -0.91065 -1.46045 1.43353 0.25 -0.61 -0.86 -0.082
H 0.13479 -2.72510 1.04466 -0.76 0.77 -0.32 -0.063
H 1.80337 -3.09602 -0.95183 1.08 1.68 -0.65 0.070
H 1.29888 -1.70703 -3.23249 2.27 0.04 1.26 0.099
H 2.91554 -2.68938 -3.26162 -0.95 2.03 0.86 0.097
H 2.59927 0.46902 -3.59462 1.10 -1.69 0.90 0.053
H 4.04538 -0.68811 -3.97082 -1.52 0.66 1.61 0.066
H 3.84597 0.06364 -2.23699 -1.28 -1.10 -1.63 0.056
N 3.24717 8.83312 -1.81209 0.01 0.79 -0.76 0.066
C 2.53850 8.64376 -2.94668 0.43 -0.05 0.84 -0.149
C 2.48583 9.56054 -3.98440 0.16 0.27 0.04 -0.081
C 3.19960 10.74686 -3.85143 -0.02 0.02 0.03 -0.099
C 3.93743 10.97170 -2.69378 -0.15 -0.05 -0.23 -0.082
C 3.93137 9.99347 -1.71248 -0.44 -0.83 0.03 -0.151
H 1.99597 7.70445 -3.00163 0.03 0.05 -0.01 0.097
H 1.90209 9.35481 -4.87445 0.04 -0.01 0.09 0.103
H 3.18136 11.48997 -4.64333 0.01 -0.08 0.08 0.106
H 4.50393 11.88619 -2.55941 -0.03 -0.09 0.00 0.101
H 4.49459 10.12055 -0.79219 -0.03 0.02 -0.08 0.103
N 5.42985 0.82023 4.66289 -0.75 0.60 0.01 0.043
C 4.69301 0.84231 3.53066 0.61 -0.12 0.66 -0.143
C 3.56253 1.62574 3.36211 -0.17 0.29 0.16 -0.083
C 3.15839 2.43414 4.41931 0.05 -0.05 -0.06 -0.085
C 3.89558 2.43177 5.59899 -0.06 -0.05 -0.19 -0.097
C 5.01391 1.61689 5.67124 0.31 -0.54 -0.63 -0.178
H 5.04689 0.19205 2.73594 -0.14 0.06 0.02 0.105
H 3.01034 1.60572 2.42941 0.02 -0.14 0.02 0.064
H 2.27650 3.06102 4.32478 0.08 -0.08 -0.02 0.104
H 3.60657 3.05003 6.44131 0.04 -0.05 -0.03 0.091
H 5.62428 1.58268 6.56935 -0.06 0.03 -0.02 0.090
N 7.15732 9.14680 -5.89529 0.19 -0.62 0.72 0.048
C 6.18451 8.81927 -5.01682 0.61 0.29 -0.68 -0.146
C 6.36234 7.93592 -3.96411 0.22 -0.12 0.05 -0.064
C 7.61238 7.34794 -3.80232 0.00 0.00 0.02 -0.074
C 8.63395 7.66382 -4.69211 -0.22 -0.01 0.14 -0.083
C 8.36068 8.56143 -5.71168 -0.77 0.44 -0.19 -0.162
H 5.22633 9.30155 -5.18697 0.07 -0.08 0.07 0.086
H 5.54591 7.71148 -3.28710 0.02 0.01 -0.04 0.090
H 7.78926 6.64955 -2.98953 -0.04 0.07 -0.09 0.104
H 9.61910 7.22221 -4.59348 -0.08 0.05 -0.03 0.098
H 9.12607 8.84289 -6.42951 -0.03 -0.05 0.06 0.097
N -2.45775 -1.01513 3.32251 -0.28 -0.33 1.05 0.067
C -3.68323 -0.84324 3.86473 0.86 -0.07 -0.51 -0.147
C -4.00730 -1.19732 5.16464 0.21 -0.11 0.13 -0.089
C -3.01685 -1.76638 5.95815 0.04 -0.01 0.00 -0.092
C -1.74531 -1.95796 5.42747 -0.35 0.04 0.14 -0.077
C -1.51635 -1.56828 4.11765 -0.47 0.38 -0.69 -0.145
H -4.42256 -0.39862 3.20491 0.03 -0.02 0.06 0.101
H -5.00775 -1.03380 5.54885 0.07 -0.01 -0.05 0.095
H -3.23377 -2.05796 6.98166 0.02 0.03 -0.10 0.099
H -0.95185 -2.39936 6.01980 -0.04 0.05 -0.08 0.100
H -0.53943 -1.69371 3.65915 0.00 0.04 0.04 0.094
N -0.49078 -8.28627 1.56879 0.05 0.90 0.28 0.044
C 0.37668 -7.39659 1.03839 -0.55 -0.62 0.30 -0.155
C 0.48596 -6.08128 1.46051 -0.14 0.05 0.16 -0.070
C -0.34693 -5.64804 2.48671 -0.02 0.01 0.03 -0.072
C -1.25215 -6.54039 3.05188 0.23 0.16 -0.16 -0.071
C -1.28510 -7.83709 2.56466 0.46 -0.47 -0.56 -0.168
H 1.00248 -7.78149 0.23847 -0.02 0.08 0.05 0.098
H 1.20272 -5.41086 1.00003 -0.05 -0.05 0.03 0.100
H -0.29104 -4.62367 2.84336 -0.01 -0.09 -0.07 0.095
H -1.91531 -6.23359 3.85273 0.04 -0.05 -0.08 0.100
H -1.97176 -8.57196 2.97550 0.00 0.15 0.02 0.077
N -2.75529 -0.34610 -3.54581 -0.81 -0.58 -0.75 0.069
C -3.10097 -1.61496 -3.23623 0.36 0.91 -0.04 -0.137
C -3.91372 -2.40785 -4.03052 -0.13 0.14 -0.30 -0.080
C -4.40680 -1.86756 -5.21351 0.01 -0.01 0.02 -0.094
C -4.07004 -0.56275 -5.55873 -0.06 -0.27 0.07 -0.089
C -3.24777 0.15049 -4.70137 0.42 -0.27 0.86 -0.145
H -2.69397 -1.99017 -2.30175 0.00 0.00 -0.03 0.102
H -4.15674 -3.42182 -3.73376 0.04 0.09 0.00 0.099
H -5.04795 -2.45832 -5.86126 0.06 0.06 0.06 0.098
H -4.43846 -0.11256 -6.47353 0.04 -0.02 0.07 0.095
H -2.95353 1.17135 -4.92848 -0.03 -0.06 0.00 0.102
N -4.51396 -9.09404 2.53903 -0.71 -0.01 -0.75 0.053
C -5.80985 -8.74559 2.69586 0.91 -0.24 -0.08 -0.151
C -6.73497 -8.73396 1.66428 0.07 -0.02 -0.18 -0.079
C -6.30667 -9.09780 0.39200 0.05 -0.01 0.00 -0.079
C -4.97756 -9.45988 0.19840 -0.33 0.08 0.08 -0.073
C -4.12799 -9.44416 1.29288 -0.06 0.16 0.88 -0.150
H -6.09462 -8.46662 3.70618 -0.02 0.00 -0.07 0.097
H -7.76428 -8.44773 1.84826 0.07 -0.07 -0.01 0.081
H -7.00273 -9.09947 -0.44175 0.07 0.01 0.10 0.103
H -4.61247 -9.74795 -0.78088 0.00 0.03 0.11 0.101
H -3.08240 -9.72205 1.19368 -0.06 0.06 -0.06 0.093
N -10.41987 -9.37761 2.52996 -0.74 0.56 0.47 0.052
C -11.60648 -9.09962 1.94683 0.85 -0.24 0.32 -0.150
C -12.61821 -8.38064 2.56296 0.07 0.07 0.26 -0.080
C -12.40411 -7.92065 3.85797 0.01 0.00 0.01 -0.082
C -11.19293 -8.19260 4.48584 -0.25 0.04 -0.15 -0.077
C -10.24042 -8.91642 3.78676 -0.01 -0.36 -0.85 -0.153
H -11.72677 -9.48277 0.93768 -0.02 0.05 0.07 0.101
H -13.55061 -8.18449 2.04585 0.09 -0.03 0.03 0.100
H -13.17445 -7.35473 4.37369 0.09 -0.06 -0.06 0.104
H -10.99541 -7.84861 5.49476 0.01 -0.04 -0.10 0.101
H -9.27777 -9.15114 4.23232 -0.07 0.03 0.00 0.100
```
Positions in Å, forces in eV/Å.

Results
total charge = -1
multiplicity = 1
LUMO = 1.75 eV
gap between HOMO and LUMO = 6.23 eV